Entry 1:
This record from OMol25 describes a gas-phase ion, CH7N6 (charge +1) at a distorted geometry. The level of theory is ωB97M-V/def2-TZVPD.

Cartesian coordinates (Å):
C  -1.216  -0.256  0.083
N  -2.057  0.605  0.460
N  2.307  -0.382  0.283
N  1.087  -0.789  0.313
N  -1.543  -1.478  -0.261
N  0.175  0.084  -0.163
N  0.583  1.449  -0.405
H  -1.730  1.492  0.707
H  3.202  -0.966  0.502
H  -2.493  -1.652  -0.176
H  -1.050  -2.340  -0.150
H  0.285  2.088  0.390
H  0.028  1.732  -1.311
H  2.423  0.413  -0.271

Results
Charge ... +1
2S+1 ... 3
Electronic energy ... -10078.213 eV
Expectation value of S² ... 2.03
Relative energy (zero: lowest compared OMol25 entry of this formula, charge and spin) ... 13.5 kcal/mol
HOMO energy (spin up / spin down) ... -11.9647 / -14.3351 eV

Entry 2:
This record from OMol25 describes a molecular structure, C26H16AsF6MnNPS6 at a distorted geometry. The level of theory is ωB97M-V/def2-TZVPD.

Cartesian coordinates (Å):
Mn  -0.941  -1.343  -0.465
C  -3.646  4.027  0.802
C  -2.433  4.471  0.298
C  -1.408  3.571  0.041
C  -1.603  2.217  0.290
C  -2.827  1.771  0.791
C  -3.842  2.675  1.051
P  -0.348  0.915  0.071
C  1.001  1.688  -0.864
C  2.332  1.618  -0.458
C  3.338  2.063  -1.303
C  3.025  2.564  -2.558
C  1.701  2.636  -2.966
C  0.692  2.193  -2.129
C  0.289  0.723  1.762
C  0.758  1.767  2.518
C  1.259  1.526  3.809
C  1.296  0.250  4.303
C  0.807  -0.843  3.551
C  0.841  -2.168  4.041
C  0.311  -3.178  3.291
C  -0.276  -2.919  2.032
C  -0.305  -1.659  1.465
C  0.264  -0.606  2.257
H  -4.443  4.734  0.996
H  -2.285  5.526  0.100
H  -0.463  3.925  -0.349
H  -2.967  0.708  0.960
H  -4.791  2.323  1.436
H  2.577  1.205  0.513
H  4.372  2.005  -0.987
H  3.813  2.876  -3.231
H  1.447  3.010  -3.950
H  -0.338  2.202  -2.465
H  0.742  2.778  2.124
H  1.618  2.354  4.408
H  1.693  0.059  5.295
H  1.286  -2.356  5.012
H  0.333  -4.197  3.662
H  -0.727  -3.753  1.508
S  4.342  -6.760  -0.632
C  3.197  -5.611  -0.779
S  3.550  -3.908  -0.697
C  1.918  -3.318  -0.891
C  0.919  -4.316  -1.062
S  -0.691  -4.032  -1.275
S  1.515  -5.964  -1.047
S  1.671  -1.683  -0.878
S  -5.502  -2.072  -0.208
C  -3.914  -1.894  -0.148
N  -2.750  -1.762  -0.065
F  -1.189  -0.998  -2.391
As  -0.912  -0.866  -4.208
F  0.717  -0.401  -3.851
F  -0.656  -0.735  -5.905
F  -1.380  0.799  -4.066
F  -2.559  -1.318  -4.394
F  -0.425  -2.519  -4.166

Results
Charge ... -1
2S+1 ... 2
Electronic energy ... -211481.313 eV
Expectation value of S² ... 1.12
Relative energy (zero: lowest compared OMol25 entry of this formula, charge and spin) ... 0.0 kcal/mol
HOMO energy (spin up / spin down) ... -5.0023 / -5.0380 eV

Entry 3:
This record from OMol25 describes C5H10O in the gas phase at a distorted geometry. The level of theory is ωB97M-V/def2-TZVPD.

Cartesian coordinates (Å):
C  -1.064  -1.876  -0.384
C  -0.125  -0.941  0.316
O  0.615  -1.534  1.085
C  -0.102  0.567  0.240
C  0.095  1.072  -1.192
C  0.975  1.071  1.195
H  -2.051  -1.494  -0.704
H  -0.587  -2.368  -1.235
H  -0.873  -2.594  0.452
H  -1.091  0.910  0.584
H  -0.704  0.736  -1.860
H  1.051  0.722  -1.598
H  0.108  2.168  -1.202
H  1.958  0.711  0.873
H  0.810  0.686  2.204
H  0.987  2.163  1.226

Results
Charge ... 0
Electronic energy ... -7394.078 eV
Relative energy (zero: lowest compared OMol25 entry of this formula, charge and spin) ... 15.8 kcal/mol
HOMO energy ... -9.6429 eV

Entry 4:
This record from OMol25 describes a molecular structure, C31H35AsBrN10RbSSb. The level of theory is ωB97M-V/def2-TZVPD.

Cartesian coordinates (Å):
Rb  -0.662  0.154  0.888
N  2.747  0.982  2.251
C  1.457  1.471  2.505
N  0.647  0.952  3.435
N  -0.480  1.661  3.340
N  -0.354  2.549  2.383
N  0.872  2.468  1.843
C  2.947  0.119  1.155
N  4.054  -0.603  1.034
N  3.877  -1.287  -0.104
N  2.730  -0.984  -0.628
N  2.094  -0.085  0.155
H  3.162  0.587  3.081
C  -4.891  -1.781  0.405
C  -4.887  -2.939  -0.559
C  -6.049  -3.273  -1.250
C  -6.064  -4.299  -2.183
C  -4.904  -5.012  -2.444
C  -3.741  -4.696  -1.755
C  -3.723  -3.678  -0.803
Sb  -1.878  -3.069  0.104
C  -0.482  -4.545  -0.564
C  0.645  -3.986  -1.171
C  1.705  -4.780  -1.583
C  1.633  -6.151  -1.401
C  0.520  -6.712  -0.790
C  -0.541  -5.928  -0.346
C  -1.679  -6.584  0.391
C  -2.253  -3.833  2.094
C  -3.474  -4.426  2.418
C  -3.747  -4.852  3.708
C  -2.785  -4.687  4.696
C  -1.573  -4.098  4.384
C  -1.288  -3.655  3.091
C  0.040  -2.979  2.836
H  -5.906  -1.429  0.585
H  -4.317  -0.942  -0.001
H  -4.451  -2.051  1.368
H  -6.954  -2.709  -1.057
H  -6.980  -4.533  -2.711
H  -4.900  -5.806  -3.181
H  -2.830  -5.246  -1.967
H  0.715  -2.913  -1.306
H  2.579  -4.319  -2.024
H  2.450  -6.786  -1.718
H  0.480  -7.785  -0.635
H  -1.725  -7.649  0.160
H  -2.642  -6.137  0.145
H  -1.543  -6.478  1.469
H  -4.219  -4.572  1.642
H  -4.700  -5.313  3.938
H  -2.978  -5.015  5.710
H  -0.823  -3.966  5.156
H  0.823  -3.435  3.442
H  0.005  -1.923  3.121
H  0.364  -3.050  1.797
Br  -3.365  0.491  -5.376
C  -1.811  0.168  -4.340
C  -0.646  0.866  -4.593
C  0.452  0.601  -3.794
C  0.344  -0.346  -2.784
N  -0.793  -1.002  -2.547
C  -1.852  -0.751  -3.308
H  -0.605  1.598  -5.389
H  1.388  1.123  -3.945
H  1.191  -0.582  -2.147
H  -2.769  -1.285  -3.079
C  -3.867  4.781  -1.414
As  -2.753  3.575  -0.390
C  -3.384  3.699  1.426
C  -1.000  4.365  -0.403
S  -2.789  1.647  -1.179
H  -3.822  5.784  -0.990
H  -4.891  4.413  -1.404
H  -3.504  4.790  -2.441
H  -3.476  4.741  1.731
H  -2.624  3.202  2.031
H  -4.346  3.198  1.516
H  -1.052  5.407  -0.086
H  -0.590  4.303  -1.410
H  -0.376  3.794  0.285

Results
Charge ... -1
Electronic energy ... -196526.757 eV
Relative energy (zero: lowest compared OMol25 entry of this formula, charge and spin) ... 0.0 kcal/mol
HOMO energy ... -4.9213 eV

Entry 5:
This record from OMol25 describes a molecular structure, C9H10F5NSc at a distorted geometry. The level of theory is ωB97M-V/def2-TZVPD.

Cartesian coordinates (Å):
C  -0.611  0.866  -2.308
C  0.788  0.897  -1.986
C  0.948  1.592  -0.746
C  -0.350  2.081  -0.352
C  -1.314  1.603  -1.298
Sc  -0.229  -0.286  -0.340
N  -3.810  0.040  0.273
C  0.614  -1.997  -0.878
C  1.934  -1.749  -1.153
H  1.892  1.752  -0.224
H  1.595  0.440  -2.551
H  -0.550  2.701  0.513
H  -2.381  1.800  -1.271
H  -1.046  0.388  -3.184
H  2.240  -1.553  -2.192
H  0.320  -2.598  0.027
H  -3.548  -0.976  0.220
H  2.712  -2.140  -0.486
H  -0.149  -1.984  -1.708
F  0.955  1.394  2.221
C  0.558  0.090  1.934
F  1.720  -0.671  2.007
C  -0.352  -0.325  3.094
F  0.240  -0.098  4.292
F  -1.516  0.385  3.065
F  -0.661  -1.652  3.029

Results
Charge ... -1
Electronic energy ... -45268.420 eV
Relative energy (zero: lowest compared OMol25 entry of this formula, charge and spin) ... 14.8 kcal/mol
HOMO energy (spin up / spin down) ... -2.1778 / -3.3246 eV

Q: Among the records above, which one has the highest relative energy (zero: lowest compared OMol25 entry of this formula, charge and spin)?
A: C5H10O

Q: Look up the electronic energy of the third one.
A: -7394.078 eV

Q: Look up the relative energy (zero: lowest compared OMol25 entry of this formula, charge and spin) of the third one.
A: 15.8 kcal/mol

Q: relative energy (zero: lowest compared OMol25 entry of this formula, charge and spin) of number 5 (C9H10F5NSc)?
A: 14.8 kcal/mol